1.
{"formula": "C15H35CuN5O8", "method": "ωB97M-V with the def2-TZVPD basis set", "gap_ev": [4.37, 3.69], "s_squared": 0.75, "de_lowest_kcal_mol": 136.2, "total_energy_ev": -84583.081, "multiplicity": 2, "species": ["Cu", "C", "C", "C", "O", "H", "H", "H", "H", "H", "H", "H", "N", "O", "O", "O", "C", "C", "O", "N", "C", "H", "H", "H", "H", "H", "H", "H", "C", "C", "O", "N", "C", "H", "H", "H", "H", "H", "H", "H", "C", "C", "O", "N", "C", "H", "H", "H", "H", "H", "H", "H", "C", "C", "O", "N", "C", "H", "H", "H", "H", "H", "H", "H"], "positions_angstrom": [[27.68673, -23.11613, -0.96093], [24.39397, -21.00330, -5.23364], [24.02211, -21.11109, -3.77249], [22.57175, -21.54445, -3.68386], [24.98524, -21.84587, -3.13393], [25.42199, -20.64411, -5.18606], [23.84159, -20.21119, -5.73915], [24.23824, -21.92384, -5.79618], [24.07489, -20.14640, -3.26783], [21.90607, -21.06288, -4.40013], [22.09901, -21.28658, -2.73617], [22.45553, -22.62725, -3.72999], [31.53121, -25.03923, 0.82396], [32.42188, -25.32259, 0.10070], [30.44169, -24.73002, 0.33453], [31.67198, -25.02231, 2.00319], [29.98257, -26.63570, -4.64965], [29.49662, -25.30172, -5.17566], [29.13787, -24.41098, -4.39937], [29.49749, -25.17741, -6.47948], [29.35113, -23.88822, -7.05327], [30.74671, -26.33021, -3.93491], [30.10059, -27.37583, -5.44110], [29.15627, -27.01316, -4.04728], [30.04604, -25.89250, -6.93537], [28.51730, -23.24589, -6.76999], [29.23052, -23.91005, -8.13636], [30.28720, -23.34972, -6.90529], [24.68409, -21.69708, 3.71597], [26.15802, -21.95316, 3.42618], [26.72574, -22.26737, 2.39039], [26.90674, -21.61651, 4.49164], [28.36118, -21.59141, 4.41108], [24.15524, -22.57546, 4.08594], [24.11576, -21.60922, 2.79002], [24.54195, -20.84013, 4.37441], [26.51680, -21.05846, 5.23771], [28.89589, -22.47359, 4.76312], [28.74991, -20.89455, 5.15363], [28.70400, -21.29559, 3.41958], [24.75280, -28.16188, -0.90640], [24.92419, -26.78623, -1.57178], [25.62024, -26.07581, -0.99453], [24.39277, -26.40898, -2.70946], [23.93597, -27.23931, -3.87601], [24.75356, -27.92519, 0.15760], [25.57621, -28.83812, -1.13615], [23.85028, -28.66291, -1.25643], [24.52482, -25.43910, -2.95845], [24.79347, -27.77407, -4.28446], [23.64374, -26.48300, -4.60450], [23.24914, -28.06998, -3.71368], [29.69898, -17.91695, -0.40499], [30.37727, -19.25724, -0.54196], [29.74717, -20.30321, -0.55814], [31.70501, -19.25412, -0.57586], [32.45487, -20.44143, -0.93510], [30.44840, -17.12627, -0.44110], [29.11505, -17.80004, 0.50795], [29.03098, -17.72280, -1.24414], [32.20656, -18.38308, -0.67498], [33.36621, -20.02614, -1.36532], [32.04495, -21.00718, -1.77175], [32.66222, -21.06852, -0.06800]], "forces_ev_per_angstrom": [[0.578, -0.283, 0.408], [0.679, 0.809, -0.167], [-0.300, 1.318, -0.253], [-1.077, -1.016, 1.457], [-0.371, -1.280, 0.329], [0.247, -0.446, -0.782], [-0.256, 0.023, 0.194], [0.349, -0.072, 0.201], [-0.219, 0.623, -0.343], [0.592, -0.027, -0.435], [0.352, 0.066, 0.324], [0.095, -0.076, -0.438], [-1.783, 0.827, -0.471], [3.944, -1.364, -3.202], [-3.019, 0.807, -1.209], [0.402, 0.009, 4.614], [-1.406, 0.767, 0.365], [-0.395, -0.068, 3.040], [0.064, -0.371, -0.630], [-0.338, -0.491, -1.485], [0.695, 1.488, -1.751], [0.558, -0.871, -0.311], [0.935, 0.056, 0.244], [0.012, -0.024, 0.208], [-0.254, 0.379, -0.461], [0.018, -0.619, 0.876], [0.099, -0.620, -0.122], [-0.109, 0.480, 0.195], [-0.624, -0.907, -1.261], [0.402, 1.087, 0.217], [-1.176, -0.561, -0.407], [1.157, 0.151, 1.034], [0.638, 0.426, 0.645], [0.496, -0.147, 0.747], [0.327, 0.741, -0.238], [-0.073, -0.161, -0.128], [-0.184, -0.418, -0.198], [-0.551, -0.673, -0.628], [-0.323, 0.612, -0.172], [-0.062, -0.200, 0.090], [-0.871, 0.069, -1.163], [-1.538, -5.133, -0.662], [4.421, 5.531, 3.935], [-2.653, -0.703, -3.473], [1.467, 0.456, 0.673], [-0.165, -0.350, -0.144], [0.200, 0.293, -0.010], [-0.192, -0.102, 0.377], [0.307, -0.146, 0.254], [0.319, 0.221, -0.203], [-0.510, -0.584, -0.115], [-0.652, 0.718, 0.494], [0.305, 0.721, -0.304], [-1.301, -0.168, 0.662], [-0.473, -0.307, -0.292], [0.875, 0.291, -0.562], [0.858, 0.364, -0.380], [-0.043, 0.161, 0.169], [0.132, -0.339, 0.013], [-0.055, -0.299, -0.031], [-0.352, -0.120, 0.136], [0.446, -0.368, 0.372], [-0.593, -0.072, 0.415], [-0.049, -0.111, -0.254]]}


2.
{"formula": "C15H35NO3P2", "method": "ωB97M-V with the def2-TZVPD basis set", "gap_ev": 9.05, "total_energy_ev": -42330.513, "smiles": "COCCCCCCCCP[PH2]=N.CC(C)=O.CC(C)=O", "species": ["C", "O", "C", "C", "C", "C", "C", "C", "C", "C", "P", "P", "N", "H", "H", "H", "H", "H", "H", "H", "H", "H", "H", "H", "H", "H", "H", "H", "H", "H", "H", "H", "H", "H", "H", "H", "C", "C", "O", "C", "H", "H", "H", "H", "H", "H", "C", "C", "O", "C", "H", "H", "H", "H", "H", "H"], "positions_angstrom": [[4.67411, -1.42567, 1.87635], [5.43817, -2.12577, 0.93416], [4.83358, -2.20565, -0.34932], [5.02775, -0.93515, -1.19278], [3.75938, -0.40023, -1.89668], [3.29801, 0.98812, -1.41010], [2.26617, 0.85817, -0.30347], [1.74667, 2.20649, 0.24390], [0.21773, 2.25707, 0.22179], [-0.40318, 1.22342, 1.15068], [-2.23142, 0.98712, 0.91171], [-2.41137, -1.08668, 0.28204], [-3.85964, -1.37788, -0.30397], [3.61772, -1.70570, 1.85014], [4.73506, -0.34304, 1.73532], [5.04237, -1.63489, 2.87395], [5.34411, -3.03291, -0.83150], [3.78209, -2.48353, -0.26477], [5.75872, -1.17272, -1.95732], [5.45437, -0.15919, -0.56664], [3.86895, -0.40944, -2.97369], [2.94435, -1.08264, -1.66923], [2.85270, 1.50840, -2.25347], [4.15918, 1.55678, -1.07304], [1.43653, 0.28234, -0.69464], [2.71169, 0.28972, 0.50666], [2.15746, 3.04405, -0.30769], [2.03504, 2.27474, 1.28973], [-0.09567, 3.23441, 0.58121], [-0.12727, 2.11576, -0.79621], [0.06725, 0.24806, 1.05585], [-0.27211, 1.54188, 2.17849], [-2.59840, 1.65877, -0.27361], [-1.37222, -1.33387, -0.64604], [-2.09872, -1.90559, 1.38733], [-4.28830, -2.11594, 0.24700], [-2.09400, -0.51581, -3.53763], [-0.78830, 0.23076, -3.45183], [-0.07857, 0.15445, -2.47209], [-0.40085, 1.08216, -4.63494], [-2.24577, -1.08431, -2.62470], [-2.91810, 0.18838, -3.65930], [-2.07566, -1.20191, -4.38591], [-1.15874, 1.84787, -4.80699], [-0.31605, 0.46204, -5.52846], [0.55572, 1.56292, -4.44160], [-5.21339, -0.74989, 2.88255], [-5.25366, 0.32437, 3.94674], [-4.60946, 1.34200, 3.85857], [-6.14779, 0.06314, 5.13763], [-4.55052, -0.45846, 2.07018], [-4.85942, -1.68592, 3.32162], [-6.21510, -0.89743, 2.47548], [-5.82950, -0.84481, 5.65269], [-7.18101, -0.06120, 4.80948], [-6.09072, 0.90285, 5.82634]], "forces_ev_per_angstrom": [[-0.151, 0.379, 0.073], [-0.144, -0.302, 0.001], [0.531, 0.128, 0.078], [-0.496, -0.136, -0.367], [-0.010, 0.091, 0.668], [-0.050, -0.599, -0.338], [0.258, 0.615, 0.069], [-0.427, -0.920, 0.207], [0.412, 0.148, 0.149], [-0.387, -0.017, -0.511], [-0.322, 0.117, 1.292], [-0.950, -0.062, -1.085], [0.562, -0.020, 0.302], [-0.109, -0.127, -0.112], [-0.024, 0.146, -0.115], [0.242, -0.177, 0.082], [0.004, -0.197, -0.069], [-0.230, 0.097, 0.146], [0.322, 0.121, -0.048], [0.135, 0.118, 0.178], [0.173, 0.038, -0.228], [-0.227, -0.227, -0.190], [-0.108, 0.296, -0.076], [0.160, 0.269, 0.032], [-0.159, -0.160, -0.075], [0.038, -0.241, 0.205], [0.144, 0.189, -0.069], [0.311, 0.379, 0.139], [-0.207, 0.249, -0.200], [-0.146, 0.004, -0.208], [0.196, -0.147, -0.118], [0.016, 0.002, 0.254], [0.434, -0.372, -0.337], [0.245, -0.057, 0.336], [0.434, 0.331, 0.105], [-0.215, 0.039, -0.233], [0.192, -0.024, 0.202], [-0.038, -0.023, -0.016], [-0.030, 0.006, -0.049], [0.188, 0.039, 0.145], [-0.140, -0.029, -0.036], [-0.037, -0.055, -0.118], [-0.092, 0.095, -0.085], [-0.054, -0.065, -0.096], [-0.115, 0.037, -0.046], [-0.002, -0.006, 0.007], [0.153, 0.230, 0.021], [0.017, 0.001, -0.004], [-0.013, -0.026, 0.007], [0.063, 0.163, 0.048], [-0.105, 0.058, 0.085], [-0.155, -0.054, -0.008], [-0.010, -0.152, 0.053], [-0.096, -0.067, -0.049], [0.006, -0.125, 0.013], [0.010, 0.004, -0.012]]}


3.
{"formula": "C15H35OS5SbW", "method": "ωB97M-V with the def2-TZVPD basis set", "gap_ev": [6.18, 5.67], "s_squared": 2.03, "de_lowest_kcal_mol": 8.1, "total_energy_ev": -80694.705, "multiplicity": 3, "total_charge": 2, "species": ["W", "S", "S", "S", "S", "C", "C", "C", "S", "O", "C", "C", "C", "H", "H", "H", "H", "H", "H", "H", "H", "H", "H", "H", "H", "H", "H", "C", "C", "C", "Sb", "C", "C", "C", "C", "C", "C", "H", "H", "H", "H", "H", "H", "H", "H", "H", "H", "H", "H", "H", "H", "H", "H", "H", "H", "H", "H", "H"], "positions_angstrom": [[0.58066, 1.41488, 1.65989], [1.23770, -0.51824, 2.97267], [1.65975, 1.21663, 3.79316], [-0.53477, 3.42803, 2.14790], [0.17400, 3.21048, 0.23995], [4.29883, 2.94596, -1.51243], [5.08581, 1.64316, -1.46055], [4.57564, 0.67641, -0.39757], [2.86775, 0.19301, -0.70992], [2.08494, 0.99298, 0.37258], [2.88426, -1.51321, -0.17192], [3.44451, -2.41050, -1.27828], [2.47877, -2.61137, -2.44188], [4.72242, 3.62611, -2.24905], [4.31092, 3.45281, -0.54514], [3.25499, 2.78281, -1.79762], [6.13167, 1.83986, -1.22072], [5.08182, 1.15044, -2.43527], [4.54021, 1.12916, 0.59652], [5.14562, -0.25195, -0.34706], [1.83755, -1.74604, 0.03928], [3.46169, -1.55476, 0.75386], [3.68231, -3.36646, -0.81132], [4.40103, -2.01460, -1.63305], [1.58287, -3.14433, -2.11434], [2.94334, -3.20284, -3.22850], [2.16648, -1.66558, -2.89084], [-3.08641, 2.15545, -0.99029], [-3.21722, 1.54705, 0.40416], [-4.59149, 0.91736, 0.60944], [-1.64228, 0.15295, 0.83470], [-1.34523, -1.14009, -0.83429], [-0.66504, -0.36823, -1.96339], [-2.67521, -1.75354, -1.27260], [-2.25003, -0.97979, 2.56698], [-2.58376, -0.00676, 3.69312], [-3.36469, -1.99956, 2.33155], [-3.76066, 3.01173, -1.06628], [-3.39420, 1.44224, -1.75775], [-2.08582, 2.50826, -1.23035], [-3.03607, 2.29727, 1.17299], [-4.77693, 0.08050, -0.06404], [-5.34429, 1.67883, 0.39049], [-4.76294, 0.58954, 1.63064], [-0.67407, -1.91105, -0.44825], [-1.31528, 0.40548, -2.37005], [-0.42543, -1.05086, -2.78242], [0.26642, 0.11229, -1.65545], [-3.34688, -0.99536, -1.67917], [-3.19509, -2.28260, -0.47786], [-2.48409, -2.47312, -2.07252], [-1.34126, -1.53498, 2.81051], [-3.51894, 0.52236, 3.49873], [-1.82251, 0.75465, 3.87342], [-2.70737, -0.55883, 4.62705], [-4.28574, -1.55104, 1.97046], [-3.59380, -2.48648, 3.28302], [-3.07443, -2.78651, 1.63707]], "forces_ev_per_angstrom": [[0.861, 2.159, -0.788], [0.068, -0.581, 0.239], [-0.213, 0.011, 0.241], [0.291, -0.570, 0.104], [-0.087, -0.461, 0.172], [-0.019, 0.028, 0.047], [0.002, -0.013, 0.012], [0.007, 0.075, 0.039], [-0.131, 0.112, -0.509], [-0.010, -0.168, 0.302], [0.007, 0.015, 0.265], [0.014, 0.040, -0.054], [-0.044, 0.010, 0.015], [0.018, -0.028, 0.007], [0.000, -0.002, -0.014], [-0.002, -0.028, 0.008], [0.015, 0.023, -0.013], [0.001, -0.009, 0.010], [0.070, -0.032, 0.017], [0.064, 0.038, -0.044], [-0.017, -0.072, -0.006], [-0.030, -0.080, 0.013], [0.000, -0.024, -0.013], [-0.021, -0.002, -0.003], [0.023, 0.021, -0.001], [0.007, -0.017, 0.028], [0.039, -0.005, 0.021], [-0.130, -0.006, -0.025], [-0.016, 0.005, -0.127], [-0.082, 0.137, -0.018], [-0.910, -0.328, 0.270], [0.050, 0.037, -0.133], [0.049, -0.131, -0.107], [0.095, -0.030, -0.157], [-0.069, -0.181, -0.108], [-0.120, 0.008, 0.091], [0.075, -0.049, 0.061], [0.003, -0.031, 0.012], [0.019, 0.000, 0.021], [0.033, 0.015, 0.033], [-0.060, 0.147, -0.023], [0.034, -0.010, -0.013], [-0.005, -0.028, -0.008], [0.018, -0.037, 0.069], [-0.025, -0.107, -0.041], [-0.023, 0.009, 0.014], [-0.027, 0.003, 0.017], [-0.017, 0.001, 0.028], [0.031, 0.004, 0.019], [0.012, 0.001, 0.045], [-0.014, 0.019, 0.005], [0.045, 0.023, 0.082], [0.014, -0.035, 0.015], [0.145, 0.008, -0.052], [-0.045, 0.001, -0.025], [-0.059, 0.078, -0.015], [0.005, 0.025, -0.017], [0.058, 0.011, -0.008]]}


4.
{"formula": "C15H36BrNO3S", "method": "ωB97M-V with the def2-TZVPD basis set", "gap_ev": 10.64, "total_energy_ev": -104647.448, "species": ["C", "C", "Br", "C", "O", "S", "O", "O", "N", "H", "H", "H", "H", "H", "H", "H", "H", "C", "C", "C", "C", "C", "C", "H", "H", "H", "H", "H", "H", "H", "H", "H", "H", "H", "H", "H", "H", "C", "C", "C", "C", "C", "C", "H", "H", "H", "H", "H", "H", "H", "H", "H", "H", "H", "H", "H", "H"], "positions_angstrom": [[-0.38145, 2.44227, 2.39489], [-1.22661, 2.78985, 3.60570], [-2.61998, 1.45233, 3.90485], [-0.42409, 2.86122, 4.90351], [0.81329, 3.56735, 4.73403], [0.72652, 5.16587, 4.49636], [2.10690, 5.56560, 4.45933], [0.17289, 5.57194, 5.99905], [-1.05652, 6.30183, 6.00078], [-1.01137, 2.08563, 1.58116], [0.35257, 1.67085, 2.63068], [0.15821, 3.32583, 2.04914], [-1.79018, 3.70803, 3.44801], [-0.13593, 1.86290, 5.22691], [-1.00435, 3.31786, 5.70991], [-0.96797, 7.04494, 5.31106], [-1.78078, 5.66226, 5.68308], [-2.49407, -3.10592, -2.33523], [-3.01835, -1.68556, -2.51407], [-2.05475, -0.61581, -2.00200], [-1.72998, -0.71021, -0.51039], [-2.93858, -0.63658, 0.42127], [-3.71371, 0.66916, 0.30120], [-2.35586, -3.35539, -1.28176], [-3.18191, -3.83951, -2.75727], [-1.52845, -3.22814, -2.83242], [-3.98528, -1.58592, -2.01215], [-3.21054, -1.50224, -3.57434], [-2.46354, 0.37330, -2.22625], [-1.11782, -0.68759, -2.56448], [-1.03903, 0.10136, -0.25502], [-1.18440, -1.63679, -0.31137], [-2.58815, -0.75077, 1.45055], [-3.60891, -1.48073, 0.23510], [-3.05543, 1.52329, 0.48208], [-4.52279, 0.72453, 1.03019], [-4.14913, 0.79824, -0.69117], [3.94464, -3.69252, -4.18478], [4.31402, -2.37750, -3.50836], [4.15984, -2.40852, -1.98816], [2.74251, -2.70804, -1.49498], [1.66848, -1.75693, -2.02057], [1.89028, -0.30253, -1.62221], [2.89405, -3.94421, -4.02996], [4.11489, -3.64643, -5.26105], [4.54259, -4.51590, -3.78688], [3.70561, -1.56975, -3.92594], [5.35009, -2.12503, -3.74814], [4.49598, -1.45264, -1.57749], [4.83634, -3.16575, -1.57907], [2.74077, -2.67238, -0.40070], [2.47025, -3.73263, -1.76214], [0.69808, -2.08708, -1.64038], [1.60543, -1.83205, -3.11050], [1.93888, -0.20115, -0.53507], [1.07728, 0.33176, -1.97992], [2.81952, 0.09397, -2.03460]], "forces_ev_per_angstrom": [[-0.071, -0.044, -0.042], [0.079, -0.001, 0.100], [-0.008, -0.033, 0.046], [-0.090, 0.037, 0.051], [0.059, -0.012, 0.004], [0.161, 0.130, -0.047], [-0.159, -0.059, -0.064], [-0.098, 0.001, 0.163], [0.082, -0.072, -0.082], [0.026, 0.053, -0.013], [-0.059, -0.025, 0.030], [0.017, -0.022, 0.036], [0.070, 0.007, -0.083], [0.034, 0.004, -0.075], [0.004, -0.056, -0.033], [-0.027, 0.025, 0.042], [-0.012, 0.044, -0.031], [0.013, -0.004, 0.003], [-0.010, 0.006, 0.008], [0.021, 0.002, -0.005], [0.031, 0.016, 0.014], [0.001, -0.002, 0.010], [0.007, 0.062, -0.007], [-0.008, -0.001, 0.000], [0.001, 0.006, -0.007], [0.000, -0.001, 0.005], [0.002, 0.006, -0.001], [0.000, -0.005, 0.000], [-0.008, -0.001, 0.008], [-0.010, -0.005, -0.010], [0.002, -0.005, 0.001], [-0.004, -0.003, -0.003], [-0.015, 0.001, 0.003], [0.012, -0.005, -0.009], [-0.015, 0.011, -0.012], [-0.002, -0.020, -0.003], [-0.009, -0.034, 0.000], [-0.003, -0.013, 0.004], [-0.010, 0.019, -0.003], [0.005, -0.008, 0.005], [0.010, 0.009, 0.004], [-0.022, -0.009, 0.009], [-0.014, 0.008, -0.007], [0.000, 0.005, -0.004], [0.007, 0.002, 0.003], [-0.006, 0.000, 0.001], [0.004, 0.004, 0.006], [0.000, -0.008, -0.003], [-0.005, 0.001, 0.005], [0.002, 0.003, -0.005], [-0.005, 0.000, -0.002], [0.007, -0.002, -0.003], [0.000, -0.004, -0.013], [-0.001, -0.007, 0.000], [0.013, 0.001, -0.001], [0.000, 0.002, 0.010], [0.002, -0.006, 0.000]]}